# 1
Density functional theory data (ωB97M-V/def2-TZVPD) for a single C35H36N4O2S molecule.

```
! RIJCOSX wB97M-V def2-TZVPD def2/J DEFGRID3
* xyz 0 1
C 2.61 2.58 5.15
C 2.53 3.28 3.82
N 1.23 2.90 3.14
C 1.22 1.65 2.53
O 2.26 0.96 2.57
C 0.00 1.16 1.83
C 0.00 1.25 0.13
C -1.25 0.82 -0.55
C -2.39 0.36 0.10
C -3.48 -0.13 -0.57
C -3.50 -0.23 -1.98
N -4.50 -0.92 -2.66
C -4.49 -0.88 -4.12
C -5.43 -1.81 -2.05
C -5.70 -3.05 -2.70
C -6.46 -4.04 -2.05
C -6.98 -3.79 -0.78
C -6.80 -2.54 -0.17
C -6.07 -1.54 -0.82
C -2.43 0.43 -2.67
C -1.37 1.01 -1.96
C 1.26 0.88 -0.56
C 2.53 1.48 -0.38
C 3.67 0.90 -0.95
C 3.54 -0.17 -1.85
N 4.65 -0.72 -2.56
C 4.61 -0.60 -4.05
C 5.37 -1.79 -2.01
C 5.95 -2.81 -2.85
C 6.58 -3.89 -2.25
C 6.71 -3.90 -0.83
C 6.19 -2.85 0.01
C 5.49 -1.81 -0.59
C 2.27 -0.67 -2.15
C 1.18 -0.22 -1.42
C -1.12 1.64 2.67
O -2.09 0.89 2.97
N -1.09 2.98 3.11
C -2.40 3.37 3.82
C -2.47 2.63 5.12
C 0.09 3.48 3.69
S 0.08 4.57 4.96
H 3.59 2.72 5.62
H 1.83 2.93 5.84
H 2.47 1.50 4.97
H 2.53 4.37 3.89
H 3.34 2.95 3.17
H 0.02 0.07 1.76
H -0.03 2.30 0.55
H -2.47 0.31 1.19
H -4.27 -0.53 0.06
H -4.36 0.16 -4.43
H -3.72 -1.49 -4.63
H -5.48 -1.21 -4.46
H -5.32 -3.22 -3.72
H -6.65 -4.99 -2.59
H -7.50 -4.58 -0.25
H -7.24 -2.31 0.80
H -6.01 -0.54 -0.37
H -2.42 0.41 -3.77
H -0.57 1.54 -2.51
H 2.67 2.38 0.23
H 4.67 1.33 -0.78
H 5.63 -0.73 -4.44
H 3.96 -1.33 -4.57
H 4.28 0.40 -4.34
H 5.94 -2.72 -3.96
H 7.02 -4.69 -2.92
H 7.24 -4.72 -0.38
H 6.37 -2.82 1.09
H 5.10 -0.97 0.02
H 2.14 -1.43 -2.93
H 0.24 -0.76 -1.59
H -2.34 4.45 3.90
H -3.23 3.10 3.16
H -3.42 2.81 5.63
H -2.38 1.56 4.90
H -1.62 2.94 5.75
*
```

* SMILES: CCN1C(=O)C(C(c2ccc(N(C)c3ccccc3)cc2)c2ccc(N(C)c3ccccc3)cc2)C(=O)N(CC)C1=S
* LUMO level: -0.6324 eV
* orbital gap: 6.8 eV
* E_tot: -2122.90428 Ha
* HOMO level: -7.4 eV
* strongest force on any atom: 5.18 eV/Å

# 2
Density functional theory data (ωB97M-V/def2-TZVPD) for 2 unconnected molecules or ions with the total composition C6H12O.

```
! RIJCOSX wB97M-V def2-TZVPD def2/J DEFGRID3
* xyz -1 2
C -0.83 0.05 -1.98
C -1.01 -1.28 -1.19
C -0.60 -1.22 0.26
C 0.67 -0.78 0.62
C 1.21 -0.99 1.93
C 2.27 -0.22 2.38
H -1.85 0.39 -2.22
H -0.33 -0.23 -2.92
H -0.16 0.72 -1.45
H -0.38 -2.11 -1.58
H -2.09 -1.49 -1.12
H -1.34 -1.51 1.03
H 1.10 0.09 0.13
H 0.66 -1.61 2.63
H 2.81 0.52 1.79
H 2.62 -0.30 3.41
H -1.55 2.98 -0.27
H -0.54 3.58 -1.19
O -0.67 3.40 -0.24
*
```

* LUMO level (alpha / beta): 3.7004 / 3.5144 eV
* orbital gap (alpha / beta): 3.4 / 5.9 eV
* E_tot: -310.94596 Ha
* HOMO level (alpha / beta): 0.3 / -2.4 eV
* ΔE to the lowest compared entry with this formula, charge and spin: 36.1 kcal/mol
* strongest force on any atom: 2.25 eV/Å

# 3
Density functional theory data (ωB97M-V/def2-TZVPD) for a molecular structure, C16H26B2N6O2Pd.

```
! RIJCOSX wB97M-V def2-TZVPD def2/J DEFGRID3
* xyz 2 3
C -0.51 3.64 -1.11
N -0.39 2.36 -1.50
N 0.01 2.33 -2.83
C 0.15 3.61 -3.26
C -0.15 4.46 -2.19
B 0.17 0.94 -3.55
N 1.23 0.09 -2.75
N 0.98 -0.13 -1.40
C 1.87 -1.02 -0.94
C 2.72 -1.38 -2.00
C 2.30 -0.66 -3.12
Pd -0.74 0.60 -0.49
N -1.17 0.10 -3.44
N -1.64 -0.21 -2.17
C -2.63 -1.11 -2.29
C -2.85 -1.36 -3.65
C -1.92 -0.57 -4.34
H -3.10 -1.53 -1.40
H -1.78 -0.43 -5.40
H -3.56 -2.04 -4.06
H 0.47 1.06 -4.69
H 2.67 -0.65 -4.13
H 0.44 3.83 -4.27
H 3.51 -2.10 -1.94
H -0.13 5.53 -2.19
H 1.82 -1.35 0.09
H -0.84 3.87 -0.11
H -0.62 -2.80 1.00
C -0.11 -3.63 1.52
H 0.37 -4.29 0.79
H 0.66 -3.23 2.18
H -0.83 -4.22 2.11
C -0.76 0.70 4.77
C -1.61 0.92 3.52
C -3.03 0.42 3.83
O -1.07 0.12 2.47
B -1.16 0.92 1.36
O -1.61 2.21 1.54
C -1.59 2.39 2.95
C -2.79 3.26 3.24
C -0.32 3.15 3.32
H -0.88 -0.33 5.13
H -1.09 1.37 5.57
H 0.30 0.88 4.57
H -3.00 -0.64 4.11
H -3.44 0.99 4.67
H -3.70 0.51 2.97
H -2.81 3.57 4.29
H -2.74 4.16 2.61
H -3.74 2.76 3.00
H 0.59 2.55 3.16
H -0.23 4.06 2.71
H -0.35 3.46 4.38
*
```

* LUMO level (alpha / beta): -10.1615 / -10.6318 eV
* orbital gap (alpha / beta): 5.7 / 5.1 eV
* E_tot: -1281.27955 Ha
* HOMO level (alpha / beta): -15.8 / -15.7 eV
* ΔE to the lowest compared entry with this formula, charge and spin: 0.0 kcal/mol
* strongest force on any atom: 5.53 eV/Å

# 4
Density functional theory data (ωB97M-V/def2-TZVPD) for 2 unconnected molecules or ions with the total composition C9H11ClO3.

```
! RIJCOSX wB97M-V def2-TZVPD def2/J DEFGRID3
* xyz 0 1
O -3.67 -1.37 -1.22
C -2.91 -1.08 -0.34
Cl -2.02 -2.33 0.54
C -2.61 0.24 0.14
C -3.21 1.44 -0.20
C -2.56 2.43 0.56
C -1.62 1.76 1.31
O -1.65 0.46 1.07
H -4.01 1.56 -0.91
H -2.75 3.48 0.56
H -0.90 2.11 2.02
C 0.46 -0.23 -1.89
C 0.88 -1.20 -0.82
C 1.33 -0.89 0.39
C 1.70 -1.88 1.44
O 1.51 0.40 0.82
H 0.15 0.74 -1.48
H 1.27 -0.05 -2.60
H -0.38 -0.63 -2.45
H 0.80 -2.24 -1.09
H 2.46 -1.45 2.09
H 0.83 -2.12 2.05
H 2.08 -2.80 1.00
H 1.29 1.01 0.10
*
```

* SMILES: O=C(Cl)c1ccco1.C/C=C(/C)O
* LUMO level: -0.1137 eV
* orbital gap: 8.3 eV
* E_tot: -1035.42156 Ha
* HOMO level: -8.4 eV
* ΔE to the lowest compared entry with this formula, charge and spin: 15.4 kcal/mol
* strongest force on any atom: 1.55 eV/Å

# 5
Density functional theory data (ωB97M-V/def2-TZVPD) for 15 unconnected molecules or ions with the total composition C52H128O39P8.

```
! RIJCOSX wB97M-V def2-TZVPD def2/J DEFGRID3
* xyz 1 2
C 1.33 1.96 4.71
O -0.05 2.13 4.30
P -0.91 3.49 4.70
O -0.23 4.82 4.37
O -2.38 3.23 4.05
C -3.18 4.32 3.71
O -1.22 3.35 6.26
C -1.75 2.17 6.75
H 1.73 2.92 5.05
H 1.96 1.68 3.86
H 1.50 1.23 5.50
H -4.12 4.31 4.26
H -3.61 4.28 2.71
H -2.75 5.32 3.73
H -2.55 2.45 7.44
H -1.04 1.66 7.39
H -2.20 1.55 5.98
C 2.40 5.17 -2.05
O 1.49 6.12 -1.54
P 0.00 5.64 -1.01
O -0.06 4.41 -0.23
O -0.87 5.70 -2.41
C -2.27 5.63 -2.39
O -0.50 6.91 -0.21
C -0.20 6.93 1.20
H 3.36 5.46 -1.63
H 2.46 5.28 -3.14
H 2.11 4.14 -1.86
H -2.83 6.08 -3.21
H -2.63 6.10 -1.48
H -2.58 4.58 -2.36
H -0.30 5.99 1.73
H -0.92 7.70 1.50
H 0.78 7.36 1.42
C 6.00 -2.75 -3.65
O 5.87 -2.35 -2.24
P 4.67 -2.96 -1.37
O 3.25 -2.54 -1.65
O 5.21 -2.65 0.15
C 5.25 -1.36 0.65
O 4.98 -4.57 -1.46
C 6.20 -5.16 -0.95
H 6.18 -1.80 -4.14
H 5.17 -3.38 -3.96
H 6.93 -3.31 -3.78
H 5.13 -0.63 -0.15
H 6.22 -1.15 1.10
H 4.45 -1.21 1.38
H 6.05 -5.27 0.12
H 7.08 -4.57 -1.19
H 6.37 -6.10 -1.48
C -3.09 2.52 -0.32
O -4.42 2.21 -0.70
P -5.61 3.30 -0.49
O -5.31 4.67 -0.96
O -6.94 2.61 -1.12
C -7.10 2.41 -2.51
O -5.80 3.17 1.13
C -6.84 3.78 1.86
H -2.55 1.84 0.34
H -2.86 3.51 0.08
H -2.47 2.39 -1.21
H -6.47 2.97 -3.19
H -8.09 2.81 -2.72
H -7.08 1.35 -2.78
H -6.44 4.46 2.61
H -7.48 3.04 2.33
H -7.32 4.42 1.11
C 0.14 2.03 -3.18
O 0.53 0.78 -3.72
P 1.02 0.61 -5.30
O 0.87 1.82 -6.14
O 2.52 -0.03 -5.12
C 2.78 -1.10 -4.26
O 0.17 -0.66 -5.87
C 0.48 -1.11 -7.19
H 0.18 1.98 -2.09
H -0.86 2.27 -3.55
H 0.82 2.84 -3.44
H 3.61 -0.79 -3.63
H 3.16 -1.95 -4.83
H 1.94 -1.35 -3.62
H 0.58 -2.20 -7.15
H 1.40 -0.86 -7.71
H -0.38 -0.98 -7.85
C 6.75 3.26 1.78
O 5.92 4.30 1.29
P 5.37 5.38 2.32
O 6.19 5.60 3.54
O 5.25 6.68 1.30
C 6.23 7.69 1.17
O 3.81 4.99 2.55
C 2.99 4.54 1.53
H 7.72 3.70 2.03
H 7.08 2.60 0.99
H 6.38 2.65 2.60
H 7.18 7.40 1.64
H 5.91 8.68 1.49
H 6.47 7.87 0.12
H 3.16 3.49 1.29
H 3.12 5.17 0.65
H 1.96 4.62 1.88
C -2.13 -6.39 5.71
O -1.66 -5.71 4.56
P -2.50 -5.74 3.17
O -3.98 -5.63 3.34
O -1.76 -4.65 2.20
C -2.44 -3.95 1.16
O -1.95 -7.12 2.45
C -0.60 -7.26 2.25
H -1.29 -6.97 6.08
H -2.97 -7.08 5.58
H -2.51 -5.68 6.44
H -3.17 -4.66 0.76
H -1.81 -3.62 0.34
H -2.95 -3.05 1.50
H -0.28 -8.11 1.65
H -0.11 -7.39 3.22
H -0.20 -6.36 1.78
C -7.94 -2.31 -2.05
O -6.58 -2.19 -1.69
P -5.50 -3.32 -2.15
O -5.35 -3.37 -3.65
O -4.17 -2.88 -1.30
C -3.67 -1.55 -1.36
O -5.97 -4.69 -1.45
C -6.38 -4.70 -0.05
H -8.54 -2.58 -1.18
H -8.19 -3.00 -2.85
H -8.20 -1.27 -2.23
H -3.80 -1.11 -0.37
H -4.26 -0.89 -1.99
H -2.63 -1.51 -1.67
H -5.63 -5.32 0.45
H -7.36 -5.16 0.06
H -6.25 -3.75 0.48
C 4.36 2.13 -3.14
C 5.88 2.06 -2.98
C 6.13 2.35 -1.49
O 4.88 1.98 -0.83
C 3.88 1.63 -1.75
H 3.99 1.62 -4.03
H 4.06 3.16 -3.34
H 6.40 2.82 -3.57
H 6.23 1.06 -3.24
H 6.27 3.40 -1.27
H 6.99 1.81 -1.09
H 2.92 2.04 -1.42
H 3.66 0.56 -1.77
C 1.10 -0.28 -0.53
C 0.98 0.75 0.59
C -0.26 0.31 1.27
O -1.14 -0.07 0.27
C -0.35 -0.71 -0.74
H 1.64 -1.18 -0.22
H 1.50 0.05 -1.49
H 0.99 1.79 0.26
H 1.88 0.66 1.21
H -0.78 1.05 1.88
H -0.13 -0.56 1.90
H -0.59 -0.33 -1.74
H -0.48 -1.79 -0.66
C 1.34 -2.99 1.99
C 1.73 -4.05 1.03
C 2.69 -4.88 1.94
O 2.40 -4.54 3.29
C 1.19 -3.77 3.23
H 0.34 -2.60 1.83
H 2.03 -2.16 2.16
H 2.36 -3.51 0.32
H 0.91 -4.57 0.53
H 3.72 -4.68 1.67
H 2.41 -5.93 1.81
H 0.94 -3.16 4.09
H 0.39 -4.52 3.19
C -1.78 -3.90 -4.03
C -0.44 -3.29 -3.60
C 0.14 -4.22 -2.58
O -1.01 -4.76 -1.98
C -2.06 -4.88 -2.98
H -1.64 -4.43 -4.97
H -2.48 -3.07 -4.12
H -0.56 -2.27 -3.25
H 0.21 -3.15 -4.47
H 0.67 -3.63 -1.83
H 0.74 -4.97 -3.08
H -3.02 -4.93 -2.47
H -1.90 -5.88 -3.39
C -3.96 -0.35 3.17
C -4.33 -1.56 4.03
C -5.29 -2.38 3.10
O -5.49 -1.63 1.90
C -5.07 -0.29 2.13
H -2.99 -0.40 2.68
H -3.93 0.56 3.77
H -4.69 -1.17 4.97
H -3.52 -2.23 4.31
H -6.21 -2.55 3.65
H -4.89 -3.38 2.89
H -5.91 0.27 2.54
H -4.82 0.29 1.24
C 4.44 -1.83 4.44
C 5.91 -1.39 4.32
C 5.89 0.07 4.76
O 4.61 0.56 4.28
C 3.62 -0.51 4.43
H 4.21 -2.50 5.27
H 4.15 -2.43 3.58
H 6.29 -1.47 3.31
H 6.50 -2.00 5.01
H 6.66 0.66 4.26
H 6.00 0.20 5.84
H 2.92 -0.55 3.59
H 3.11 -0.38 5.38
C -2.81 0.12 -4.70
C -2.84 0.77 -6.07
C -2.72 2.22 -5.69
O -3.44 2.34 -4.45
C -3.63 1.05 -3.88
H -1.82 -0.07 -4.28
H -3.34 -0.83 -4.65
H -3.81 0.65 -6.55
H -2.05 0.43 -6.74
H -3.14 2.89 -6.44
H -1.70 2.58 -5.57
H -4.69 0.82 -4.05
H -3.38 1.10 -2.82
*
```

* LUMO level (alpha / beta): -2.4894 / -8.6464 eV
* orbital gap (alpha / beta): 8.3 / 2.1 eV
* E_tot: -7723.46026 Ha
* HOMO level (alpha / beta): -10.8 / -10.8 eV
* strongest force on any atom: 3.67 eV/Å